The following is a quantum chemistry calculation of C42H46AsFIrO as an isolated structure, from the OMol25 dataset.

Values from the calculation:
- relative energy (zero: lowest compared OMol25 entry of this formula, charge and spin) (kcal/mol) = 52.5
- highest occupied orbital energy (alpha / beta) (eV) = -14.056 / -13.929
- LUMO energy (alpha / beta) (eV) = -8.043 / -7.821
- charge = +2
- spin multiplicity = 2

Each line ends with the Mulliken spin population.
CARTESIAN COORDINATES (ANGSTROEM)
Ir -0.50 -0.42 0.62  0.80
C 3.30 -1.33 1.50  0.00
C 2.34 -0.19 1.34  -0.02
C 1.27 -0.05 2.28  0.10
C 1.22 -0.98 3.45  -0.03
C 0.40 1.10 2.20  -0.11
C -0.71 1.29 3.21  0.03
C 0.72 2.17 1.32  0.01
C -0.10 3.43 1.39  0.00
C 1.75 2.01 0.42  0.02
C 2.11 3.12 -0.53  0.00
C 2.49 0.78 0.35  -0.01
C 3.46 0.56 -0.78  0.00
H 2.78 -2.29 1.57  0.00
H 3.86 -1.20 2.43  0.00
H 4.02 -1.39 0.70  0.00
H 1.33 -2.02 3.15  0.00
H 0.33 -0.88 4.05  0.00
H 2.08 -0.75 4.10  0.00
H -0.32 1.82 4.09  0.00
H -1.13 0.35 3.55  -0.01
H -1.52 1.89 2.79  0.00
H 0.37 4.26 0.88  0.00
H -0.29 3.73 2.42  0.00
H -1.07 3.26 0.91  0.00
H 1.40 3.15 -1.36  0.00
H 3.11 3.01 -0.93  0.00
H 2.07 4.09 -0.03  0.00
H 4.45 0.95 -0.52  0.00
H 3.13 1.07 -1.68  0.00
H 3.57 -0.49 -1.01  0.00
O -1.04 1.16 -0.57  0.03
As -2.11 1.45 -1.89  0.01
C -3.60 2.42 -1.23  0.01
C -4.28 1.86 -0.15  0.00
C -5.41 2.50 0.34  0.00
C -5.83 3.69 -0.24  0.00
C -5.14 4.24 -1.31  0.00
C -4.02 3.61 -1.82  0.00
C -2.67 -0.20 -2.65  0.00
C -3.87 -0.28 -3.34  0.00
C -4.23 -1.47 -3.96  0.00
C -3.37 -2.56 -3.91  0.00
C -2.17 -2.49 -3.22  0.00
C -1.81 -1.30 -2.59  0.02
C -1.08 2.44 -3.14  0.01
C -0.75 3.76 -2.83  0.00
C 0.06 4.48 -3.70  0.00
C 0.53 3.88 -4.86  0.00
C 0.22 2.55 -5.15  0.00
C -0.60 1.83 -4.29  0.00
H -3.94 0.93 0.29  0.00
H -5.95 2.08 1.17  0.00
H -6.71 4.19 0.14  0.00
H -5.48 5.17 -1.76  0.00
H -3.49 4.03 -2.66  0.00
H -4.53 0.58 -3.38  0.00
H -5.17 -1.54 -4.49  0.00
H -3.64 -3.48 -4.42  0.00
H -1.50 -3.34 -3.18  0.00
H -0.88 -1.23 -2.04  -0.01
H -1.12 4.22 -1.93  0.00
H 0.32 5.50 -3.48  0.00
H 1.15 4.44 -5.55  0.00
H 0.60 2.09 -6.05  0.00
H -0.86 0.81 -4.52  0.00
F 2.39 -5.62 -0.59  0.00
C 1.75 -4.48 -0.34  0.01
C 0.98 -4.38 0.81  0.00
C 0.33 -3.19 1.07  -0.01
C 0.47 -2.13 0.18  0.05
C 1.24 -2.24 -0.96  0.01
C 1.89 -3.43 -1.23  0.00
H 0.90 -5.23 1.48  0.00
H -0.28 -3.10 1.96  -0.01
H 1.35 -1.41 -1.65  -0.01
H 2.49 -3.56 -2.12  0.00
C -5.31 -1.99 -0.02  0.01
C -4.35 -2.68 0.95  0.03
C -5.01 -2.86 2.33  0.01
C -3.92 -4.05 0.40  0.01
C -3.14 -1.86 1.11  0.08
C -2.15 -1.16 1.25  -0.04
H -6.18 -2.62 -0.17  0.00
H -4.82 -1.83 -0.99  0.00
H -5.64 -1.03 0.37  0.00
H -5.91 -3.48 2.21  0.00
H -5.31 -1.90 2.75  0.00
H -4.34 -3.35 3.03  0.00
H -4.80 -4.67 0.23  0.00
H -3.26 -4.57 1.10  0.00
H -3.39 -3.94 -0.55  0.00

The following is a quantum chemistry calculation of C42H46N4PtSb as an isolated structure, from the OMol25 dataset.

Values from the calculation:
- highest occupied orbital energy (alpha / beta) (eV) = -14.916 / -16.197
- LUMO energy (alpha / beta) (eV) = -8.200 / -11.260
- charge = +3
- spin multiplicity = 5

Each line ends with the Mulliken spin population.
CARTESIAN COORDINATES (ANGSTROEM)
Pt 1.01 -1.19 1.90  1.46
C 2.70 -0.36 4.45  0.00
C 1.65 0.72 4.21  -0.01
N 1.41 0.92 2.77  0.17
C 2.51 1.64 2.10  -0.01
C 2.93 0.97 0.80  -0.03
N 3.03 -0.49 0.99  0.06
C 4.17 -0.92 1.85  -0.01
C 3.75 -1.97 2.86  0.01
N 2.52 -1.54 3.56  0.22
H 3.70 0.04 4.29  0.00
H 2.66 -0.67 5.50  0.00
H 0.69 0.45 4.66  0.00
H 1.97 1.65 4.69  0.00
H 0.56 1.46 2.65  0.00
H 2.21 2.67 1.89  0.00
H 3.36 1.70 2.79  0.00
H 2.17 1.14 0.03  0.10
H 3.87 1.40 0.45  -0.01
H 3.15 -0.92 0.08  0.01
H 4.98 -1.30 1.24  0.00
H 4.56 -0.04 2.35  0.00
H 3.52 -2.91 2.36  0.00
H 4.57 -2.15 3.57  0.01
H 2.15 -2.32 4.09  -0.02
C -1.53 -2.87 4.99  0.13
C -2.05 -4.04 4.37  0.17
C -1.77 -4.30 3.05  -0.05
C -0.98 -3.41 2.31  0.18
C -0.41 -2.22 2.93  0.46
C -0.73 -2.01 4.28  -0.06
C -0.73 -3.64 0.89  0.05
C -1.43 -4.63 0.17  0.04
C -1.22 -4.77 -1.17  -0.02
C -0.32 -3.90 -1.82  0.03
C -0.09 -3.96 -3.22  -0.02
C 0.77 -3.08 -3.81  0.05
C 1.43 -2.09 -3.04  0.01
C 1.22 -2.02 -1.69  0.09
C 0.35 -2.93 -1.04  -0.01
N 0.16 -2.84 0.30  0.15
H -1.78 -2.67 6.02  0.00
H -2.65 -4.73 4.95  0.00
H -2.15 -5.21 2.61  0.00
H -0.35 -1.14 4.80  0.01
H -2.15 -5.27 0.66  0.00
H -1.75 -5.52 -1.74  0.00
H -0.60 -4.71 -3.80  0.00
H 0.95 -3.12 -4.88  0.00
H 2.09 -1.39 -3.53  0.00
H 1.70 -1.25 -1.10  0.03
C -3.95 2.36 -0.77  0.01
C -3.78 0.97 -1.34  0.03
C -4.93 0.23 -1.62  -0.01
C -4.86 -1.03 -2.20  0.03
C -3.62 -1.59 -2.52  -0.01
C -2.47 -0.88 -2.24  -0.03
C -2.55 0.39 -1.65  0.11
Sb -0.67 1.25 -1.39  0.30
C -0.60 2.71 0.11  0.11
C -1.28 2.34 1.28  -0.01
C -1.33 3.20 2.37  0.00
C -0.69 4.43 2.28  0.04
C -0.01 4.79 1.12  -0.01
C 0.06 3.94 0.02  0.00
C 0.80 4.37 -1.21  0.02
C 0.26 1.70 -3.21  0.16
C 1.63 1.48 -3.30  0.02
C 2.30 1.77 -4.48  0.01
C 1.59 2.28 -5.55  0.01
C 0.22 2.49 -5.45  0.00
C -0.48 2.21 -4.28  -0.01
C -1.96 2.49 -4.21  0.02
H -4.78 2.86 -1.27  0.00
H -3.07 2.98 -0.89  0.00
H -4.19 2.32 0.29  0.00
H -5.90 0.66 -1.41  0.00
H -5.77 -1.57 -2.41  0.00
H -3.57 -2.56 -3.00  0.00
H -1.51 -1.30 -2.51  0.03
H -1.80 1.39 1.33  -0.02
H -1.88 2.93 3.26  0.00
H -0.73 5.12 3.11  0.00
H 0.47 5.76 1.07  0.00
H 1.22 5.37 -1.08  0.00
H 0.14 4.41 -2.09  0.00
H 1.62 3.70 -1.46  0.00
H 2.18 1.08 -2.46  0.02
H 3.37 1.61 -4.55  0.00
H 2.10 2.51 -6.48  0.00
H -0.32 2.90 -6.30  0.00
H -2.26 3.15 -5.02  0.00
H -2.23 2.98 -3.27  -0.01
H -2.54 1.57 -4.29  0.00

The following is a quantum chemistry calculation of C42H47BrCl2F14PPtS2Si as an isolated structure, from the OMol25 dataset.

Values from the calculation:
- relative energy (zero: lowest compared OMol25 entry of this formula, charge and spin) (kcal/mol) = 0.0
- highest occupied orbital energy (eV) = -15.729
- LUMO energy (eV) = -11.300
- charge = +3

Each line ends with the Löwdin charge.
CARTESIAN COORDINATES (ANGSTROEM)
Pt -0.26 0.77 1.13  0.40
Cl 2.60 0.47 1.00  0.59
C 2.51 1.58 -0.37  -0.84
Cl 0.80 1.69 -0.90  0.60
H 3.09 1.19 -1.20  0.04
H 2.82 2.57 -0.05  0.05
C -2.62 -0.26 3.47  -0.28
S -1.16 -0.75 2.55  0.71
C 0.03 -0.87 3.91  -0.29
H -2.43 0.66 4.01  0.03
H -2.83 -1.07 4.17  0.08
H -3.45 -0.15 2.78  0.05
H -0.24 -1.74 4.50  0.07
H -0.01 0.04 4.51  0.04
H 1.02 -1.01 3.48  0.04
F 1.09 6.66 -2.82  0.16
C 1.11 7.00 -1.53  -0.60
F 0.45 8.16 -1.39  0.19
F 2.38 7.19 -1.16  0.16
C 0.45 5.92 -0.69  -0.07
C -0.70 5.31 -1.17  0.03
C -1.30 4.31 -0.43  -0.08
C -0.76 3.93 0.80  -0.38
C 0.40 4.55 1.28  -0.06
C 1.00 5.55 0.53  0.03
P -1.50 2.55 1.70  0.94
C -3.21 2.45 1.19  -0.37
C -4.00 3.60 1.37  -0.07
C -5.32 3.59 0.98  0.04
C -5.86 2.45 0.39  -0.07
C -5.07 1.32 0.18  0.03
C -3.75 1.33 0.58  -0.09
C -7.29 2.45 -0.10  -0.60
F -8.03 3.34 0.57  0.17
F -7.84 1.24 0.06  0.17
F -7.33 2.75 -1.40  0.18
C -1.33 2.83 3.47  -0.35
C -0.08 2.69 4.07  -0.11
C 0.08 2.87 5.43  0.02
C -1.03 3.18 6.21  -0.07
C -2.28 3.33 5.63  0.04
C -2.44 3.15 4.27  -0.05
C -0.85 3.35 7.71  -0.60
F 0.04 2.46 8.17  0.16
F -0.39 4.57 7.98  0.18
F -2.00 3.17 8.35  0.17
H -1.13 5.62 -2.11  0.14
H -2.19 3.82 -0.81  0.12
H 0.81 4.30 2.24  0.10
H 1.88 6.05 0.90  0.14
H -3.58 4.50 1.81  0.13
H -5.94 4.47 1.12  0.14
H -5.50 0.45 -0.30  0.14
H -3.14 0.45 0.40  0.09
H 0.79 2.42 3.47  0.10
H 1.05 2.78 5.89  0.14
H -3.14 3.57 6.25  0.14
H -3.42 3.26 3.83  0.11
F 3.19 -7.43 0.97  0.27
C 2.56 -6.32 0.78  -0.05
C 2.92 -5.20 1.55  -0.12
F 3.88 -5.32 2.44  0.20
C 2.26 -4.02 1.34  -0.20
F 2.58 -2.95 2.03  0.13
C 1.20 -3.91 0.37  -0.52
S 0.38 -2.52 0.10  0.83
C 0.86 -5.11 -0.38  -0.21
F -0.11 -5.05 -1.24  0.16
C 1.54 -6.29 -0.20  -0.12
F 1.27 -7.37 -0.89  0.20
C 4.67 -3.36 -5.22  -0.07
C 3.96 -2.56 -4.11  -0.62
C 4.23 -3.22 -2.75  -0.11
C 4.60 -1.16 -4.04  -0.10
Si 2.09 -2.38 -4.53  0.61
Br 1.13 -1.57 -2.52  0.51
C 1.19 -4.06 -4.82  -0.62
C 1.81 -5.12 -3.91  -0.09
C -0.30 -3.94 -4.50  -0.10
C 1.42 -4.43 -6.29  -0.06
C 1.63 -1.00 -5.79  -0.62
C 0.15 -1.06 -6.21  -0.09
C 1.86 0.41 -5.21  -0.12
C 2.52 -1.17 -7.03  -0.07
H 5.75 -3.36 -5.01  0.10
H 4.54 -2.92 -6.21  0.08
H 4.35 -4.40 -5.26  0.07
H 5.31 -3.23 -2.58  0.10
H 3.90 -4.26 -2.70  0.06
H 3.78 -2.66 -1.93  0.04
H 5.65 -1.28 -3.76  0.10
H 4.12 -0.53 -3.28  0.06
H 4.58 -0.64 -4.99  0.07
H 1.77 -4.81 -2.86  0.04
H 2.83 -5.38 -4.18  0.08
H 1.21 -6.04 -3.99  0.11
H -0.47 -3.81 -3.43  0.04
H -0.79 -4.86 -4.81  0.10
H -0.80 -3.13 -5.03  0.06
H 2.47 -4.44 -6.57  0.08
H 0.88 -3.79 -6.98  0.07
H 1.04 -5.45 -6.46  0.10
H -0.52 -0.96 -5.35  0.08
H -0.11 -1.97 -6.75  0.07
H -0.04 -0.22 -6.88  0.10
H 1.14 0.63 -4.41  0.04
H 1.69 1.13 -6.00  0.10
H 2.86 0.57 -4.83  0.06
H 2.42 -2.15 -7.50  0.08
H 3.57 -1.00 -6.81  0.07
H 2.22 -0.42 -7.77  0.10

no.,maximum force (eV/A)
1,1.25
2,0.53
3,1.23